Molecular formula: C42H40BrN6O7W
Method: DFT, wB97M-V/def2-TZVPD

Positions of all 97 atoms, in Å:
W1 0.715 1.044 0.070
O1 -1.089 2.529 -4.990
C1 0.208 2.082 -5.107
C2 0.987 2.310 -6.228
C3 2.298 1.856 -6.236
C4 2.825 1.192 -5.138
C5 2.032 0.970 -4.022
C6 0.715 1.406 -4.005
C7 -0.189 1.135 -2.828
O2 0.419 0.400 -1.846
N1 -0.599 2.430 -2.223
N2 -0.703 2.331 -0.922
C8 -0.449 3.291 -0.019
C9 -0.268 2.741 1.234
Br1 0.968 -0.026 2.422
C10 -0.555 3.340 2.429
C11 -0.083 3.186 3.771
C12 1.187 2.702 4.099
C13 1.571 2.598 5.424
C14 0.690 2.964 6.430
C15 -0.576 3.461 6.123
C16 -0.952 3.590 4.804
H1 -1.386 2.906 -5.825
H2 0.578 2.836 -7.081
H3 2.910 2.026 -7.112
H4 3.845 0.837 -5.155
H5 2.405 0.430 -3.161
H6 -1.123 0.669 -3.180
H7 -1.151 3.107 -2.740
H8 -0.242 4.314 -0.341
H9 -1.436 3.979 2.361
H10 1.876 2.416 3.326
H11 2.556 2.224 5.664
H12 0.989 2.873 7.466
H13 -1.252 3.753 6.914
H14 -1.929 3.982 4.551
C17 -3.183 -3.983 2.813
O3 -3.931 -3.814 1.605
C18 -3.307 -4.346 0.501
C19 -3.683 -5.582 0.005
C20 -3.062 -6.088 -1.128
C21 -2.080 -5.347 -1.769
C22 -1.723 -4.092 -1.297
C23 -2.332 -3.590 -0.153
N3 -2.100 -2.294 0.365
C24 -0.966 -1.543 0.238
N4 0.165 -2.254 0.165
C25 1.487 -1.940 -0.223
C26 2.022 -0.663 -0.270
C27 3.363 -0.551 -0.651
C28 4.134 -1.661 -0.948
C29 3.593 -2.938 -0.879
C30 2.264 -3.071 -0.522
O4 1.606 -4.266 -0.427
C31 2.368 -5.454 -0.567
N5 -1.049 -0.223 0.289
C32 -2.344 0.330 0.022
C33 -2.898 0.152 -1.249
C34 -4.059 0.787 -1.637
C35 -4.702 1.635 -0.739
C36 -4.204 1.776 0.541
C37 -3.050 1.103 0.949
O5 -2.661 1.306 2.240
C38 -2.539 0.164 3.096
H15 -3.877 -3.829 3.636
H16 -2.366 -3.257 2.874
H17 -2.773 -4.992 2.867
H18 -4.456 -6.132 0.524
H19 -3.348 -7.058 -1.511
H20 -1.598 -5.734 -2.656
H21 -0.982 -3.507 -1.823
H22 -2.932 -1.810 0.666
H23 0.030 -3.250 0.283
H24 3.839 0.417 -0.732
H25 5.171 -1.540 -1.231
H26 4.200 -3.802 -1.098
H27 3.176 -5.485 0.167
H28 2.780 -5.535 -1.576
H29 1.679 -6.276 -0.396
H30 -2.377 -0.502 -1.938
H31 -4.458 0.629 -2.629
H32 -5.607 2.153 -1.023
H33 -4.709 2.386 1.276
H34 -3.403 0.145 3.762
H35 -1.614 0.258 3.660
H36 -2.497 -0.760 2.522
O6 3.815 1.599 2.784
C39 3.703 2.062 1.689
C40 4.771 2.884 0.959
C41 4.155 3.269 -0.388
C42 2.838 2.576 -0.302
O7 1.938 2.432 -1.174
N6 2.575 1.967 0.835
H37 5.662 2.264 0.863
H38 5.035 3.737 1.582
H39 4.706 2.914 -1.258
H40 4.002 4.342 -0.513

Properties
- total charge = +1
- molecular weight (g/mol) = 1004.56
- Kohn-Sham gap (spin up / spin down) (eV) = 6.774 / 5.065
- energy relative to the best compared isomer or geometry (same formula, charge and spin) (eV) = 2.3066
- E_LUMO (spin up / spin down) (eV) = -3.4 / -5.1
- spin multiplicity = 3
- highest occupied orbital energy (spin up / spin down) (Ha) = -0.373 / -0.374

***

Molecular formula: C42H40IrN6P2Se2
Method: DFT, wB97M-V/def2-TZVPD

Positions of all 93 atoms, in Å:
Ir1 0.109 0.103 -0.037
C1 -0.039 -1.443 2.521
N1 0.322 -0.063 2.081
C2 -0.487 0.889 2.888
C3 1.753 0.192 2.361
C4 2.215 0.153 3.664
C5 3.536 0.450 3.951
C6 4.371 0.819 2.913
C7 3.914 0.845 1.604
C8 2.601 0.486 1.288
N2 2.007 0.394 -0.001
C9 2.674 0.352 -1.256
C10 4.045 0.454 -1.503
C11 4.556 0.345 -2.787
C12 3.726 0.127 -3.869
C13 2.364 0.023 -3.645
C14 1.849 0.134 -2.366
N3 0.390 0.013 -2.155
C15 -0.080 -1.313 -2.652
C16 -0.281 1.068 -2.969
H1 0.178 -1.562 3.582
H2 0.526 -2.169 1.942
H3 -1.100 -1.601 2.352
H4 -0.289 0.738 3.948
H5 -1.540 0.702 2.695
H6 -0.237 1.909 2.610
H7 1.543 -0.101 4.473
H8 3.895 0.416 4.971
H9 5.397 1.097 3.111
H10 4.602 1.188 0.859
H11 4.754 0.599 -0.716
H12 5.626 0.428 -2.929
H13 4.124 0.033 -4.870
H14 1.704 -0.153 -4.483
H15 0.160 -1.424 -3.709
H16 -1.157 -1.374 -2.520
H17 0.391 -2.106 -2.077
H18 -0.017 0.941 -4.018
H19 0.040 2.048 -2.630
H20 -1.358 0.982 -2.856
Se1 -6.850 -1.565 -0.541
P1 -5.195 -2.835 -0.350
C17 -5.348 -3.935 1.089
C18 -5.602 -3.260 2.285
C19 -5.679 -3.951 3.482
C20 -5.517 -5.330 3.498
C21 -5.282 -6.008 2.313
C22 -5.191 -5.315 1.112
C23 -4.829 -3.687 -1.922
C24 -5.241 -3.026 -3.079
C25 -4.906 -3.520 -4.331
C26 -4.160 -4.685 -4.443
C27 -3.738 -5.342 -3.296
C28 -4.055 -4.840 -2.042
C29 -3.555 -2.089 -0.059
C30 -2.965 -0.833 0.009
N4 -1.619 -1.073 -0.049
N5 -1.410 -2.375 -0.082
N6 -2.557 -3.001 -0.064
P2 -3.434 0.884 0.067
Se2 -1.496 1.905 -0.103
C31 -4.246 1.408 1.588
C32 -3.636 2.319 2.451
C33 -4.271 2.685 3.628
C34 -5.506 2.139 3.952
C35 -6.119 1.242 3.088
C36 -5.498 0.882 1.903
C37 -4.549 1.190 -1.299
C38 -5.501 2.203 -1.219
C39 -6.310 2.469 -2.313
C40 -6.166 1.733 -3.480
C41 -5.212 0.725 -3.561
C42 -4.400 0.454 -2.474
H21 -5.758 -2.187 2.275
H22 -5.881 -3.414 4.399
H23 -5.588 -5.875 4.430
H24 -5.171 -7.084 2.314
H25 -5.037 -5.879 0.205
H26 -5.860 -2.141 -2.995
H27 -5.246 -3.003 -5.219
H28 -3.910 -5.080 -5.419
H29 -3.149 -6.246 -3.373
H30 -3.653 -5.337 -1.174
H31 -2.679 2.754 2.197
H32 -3.802 3.402 4.290
H33 -5.993 2.420 4.877
H34 -7.086 0.820 3.328
H35 -5.991 0.186 1.234
H36 -5.627 2.767 -0.304
H37 -7.056 3.250 -2.251
H38 -6.804 1.940 -4.329
H39 -5.109 0.143 -4.467
H40 -3.681 -0.356 -2.527

Properties
- total charge = +1
- molecular weight (g/mol) = 1040.91
- Kohn-Sham gap (eV) = 6.705
- energy relative to the best compared isomer or geometry (same formula, charge and spin) (eV) = 0.0000
- E_LUMO (eV) = -3.5
- spin multiplicity = 1
- highest occupied orbital energy (Ha) = -0.374

***

Molecular formula: C42H40N2O6P2Re
Method: DFT, wB97M-V/def2-TZVPD

Positions of all 93 atoms, in Å:
Re1 -1.547 1.058 -3.896
C1 -2.767 1.350 -5.377
C2 -2.473 -0.111 -5.183
C3 -1.568 -0.842 -6.194
C4 -0.134 -0.258 -6.191
C5 0.076 0.532 -4.910
C6 -0.179 2.032 -4.953
C7 -0.772 2.633 -6.234
C8 -2.165 2.064 -6.594
C9 1.896 0.218 -0.349
H1 -3.766 1.700 -5.076
H2 -3.317 -0.734 -4.864
H3 -2.015 -0.817 -7.194
H4 -1.488 -1.892 -5.869
H5 0.617 -1.059 -6.255
H6 -0.006 0.408 -7.052
H7 0.900 0.173 -4.278
H8 0.606 2.617 -4.467
H9 -0.075 2.483 -7.064
H10 -0.877 3.713 -6.050
H11 -2.820 2.902 -6.822
H12 -2.141 1.416 -7.482
H13 0.950 0.715 -0.624
H14 2.537 0.971 0.134
H15 1.688 -0.626 0.316
P1 -0.763 -1.754 -1.335
P2 2.787 -0.262 -1.804
C10 0.696 -2.211 -2.187
C11 1.763 -1.460 -2.660
C12 -2.200 -2.800 -1.358
C13 -2.427 -3.534 -2.553
C14 -3.478 -4.444 -2.637
C15 -4.388 -4.574 -1.577
C16 -4.216 -3.794 -0.429
C17 -3.162 -2.884 -0.320
C18 -2.625 1.280 -2.030
C19 -2.574 2.642 -1.700
C20 -3.770 3.330 -1.846
C21 -4.946 2.648 -2.178
C22 -4.957 1.256 -2.261
C23 -3.784 0.517 -2.088
C24 4.230 -1.249 -1.405
C25 3.972 -2.533 -0.879
C26 5.040 -3.366 -0.546
C27 6.350 -2.935 -0.758
C28 6.600 -1.671 -1.298
C29 5.543 -0.817 -1.639
C30 3.094 1.332 -2.626
C31 2.519 2.511 -2.105
C32 2.920 3.761 -2.562
C33 3.834 3.869 -3.611
C34 4.311 2.707 -4.226
C35 3.972 1.445 -3.720
H16 0.574 -3.228 -2.605
H17 2.250 -1.783 -3.595
H18 -1.755 -3.385 -3.401
H19 -3.577 -5.072 -3.530
H20 -5.221 -5.282 -1.659
H21 -4.916 -3.911 0.402
H22 -3.094 -2.265 0.569
H23 -1.601 3.101 -1.479
H24 -3.805 4.412 -1.699
H25 -5.863 3.202 -2.361
H26 -5.905 0.732 -2.449
H27 -3.729 -0.578 -2.107
H28 2.939 -2.878 -0.784
H29 4.829 -4.346 -0.120
H30 7.178 -3.588 -0.487
H31 7.621 -1.336 -1.458
H32 5.727 0.161 -2.087
H33 1.767 2.464 -1.320
H34 2.510 4.652 -2.088
H35 4.157 4.855 -3.941
H36 4.963 2.785 -5.095
H37 4.381 0.543 -4.180
O1 -0.527 -1.540 0.290
C36 -1.072 -0.353 0.771
O2 -1.498 0.513 -0.002
C37 -0.983 -0.177 2.233
C38 -1.565 0.998 2.740
C39 -1.522 1.256 4.125
C40 -0.941 0.353 5.019
C41 -0.384 -0.822 4.508
C42 -0.421 -1.115 3.126
N1 0.234 -1.742 5.420
O3 0.238 -1.444 6.635
O4 0.740 -2.791 4.975
N2 -2.098 2.470 4.624
O5 -2.601 3.275 3.811
O6 -2.075 2.673 5.857
H38 -2.041 1.704 2.061
H39 -0.928 0.561 6.084
H40 -0.015 -2.056 2.769

Properties
- total charge = +2
- molecular weight (g/mol) = 916.95
- Kohn-Sham gap (spin up / spin down) (eV) = 6.112 / 5.267
- energy relative to the best compared isomer or geometry (same formula, charge and spin) (eV) = 0.0000
- E_LUMO (spin up / spin down) (eV) = -6.1 / -7.8
- spin multiplicity = 4
- highest occupied orbital energy (spin up / spin down) (Ha) = -0.450 / -0.480